1.
# C42H58O39

A cluster of 13 separate species, C42H58O39 in total at a distorted geometry (ωB97M-V/def2-TZVPD, the Open Molecules 2025 dataset).

Last column: Löwdin charge in e.
CARTESIAN COORDINATES (ANGSTROEM)
C -1.874 -3.959 -2.734  -0.12
C -3.272 -3.660 -2.238  -0.11
O -3.181 -4.003 -0.862  0.07
C -1.899 -3.930 -0.474  -0.52
O -1.467 -3.821 0.654  0.14
O -1.182 -3.559 -1.572  0.02
H -1.604 -3.317 -3.573  0.13
H -1.751 -4.993 -3.056  0.13
H -3.888 -4.340 -2.827  0.13
H -3.693 -2.687 -2.494  0.13
C 1.987 4.313 1.960  -0.17
C 3.027 3.527 2.757  -0.09
O 3.900 4.616 3.040  0.07
C 3.599 5.743 2.366  -0.53
O 4.142 6.834 2.623  0.10
O 2.440 5.583 1.790  0.08
H 1.113 4.320 2.611  0.13
H 1.659 3.881 1.014  0.11
H 3.490 2.678 2.254  0.13
H 2.500 3.238 3.666  0.13
C 1.569 -1.852 8.212  -0.11
C 2.117 -0.471 7.804  -0.10
O 1.551 -0.360 6.519  0.07
C 0.706 -1.281 6.140  -0.52
O 0.183 -1.405 5.020  0.11
O 0.666 -2.175 7.171  0.05
H 1.001 -1.735 9.135  0.13
H 2.415 -2.535 8.290  0.13
H 3.199 -0.342 7.843  0.13
H 1.944 0.378 8.465  0.13
C 2.190 -8.233 1.681  -0.09
C 2.364 -7.976 3.227  -0.12
O 2.207 -6.602 3.219  0.06
C 2.238 -6.074 1.959  -0.51
O 2.288 -4.847 1.811  0.11
O 2.550 -7.002 1.082  0.09
H 1.208 -8.631 1.424  0.13
H 2.853 -9.043 1.377  0.13
H 3.270 -8.381 3.678  0.13
H 1.637 -8.438 3.895  0.13
C 3.665 -2.393 3.843  -0.17
C 4.539 -2.074 2.638  -0.12
O 5.099 -0.882 3.159  0.05
C 4.125 -0.333 4.010  -0.55
O 4.083 0.820 4.401  0.14
O 3.279 -1.209 4.349  0.11
H 4.255 -3.078 4.452  0.14
H 2.766 -2.916 3.515  0.12
H 3.929 -1.812 1.774  0.12
H 5.304 -2.801 2.365  0.14
C 0.978 4.851 -2.088  -0.11
C 0.670 5.033 -3.572  -0.20
O 1.482 6.003 -4.039  0.04
C 2.047 6.715 -2.937  -0.39
O 2.783 7.723 -3.048  0.10
O 1.658 6.082 -1.766  0.05
H 1.596 3.981 -1.870  0.11
H 0.132 4.550 -1.471  0.11
H -0.293 5.514 -3.742  0.13
H 0.762 4.105 -4.136  0.12
C 1.583 -5.470 -2.051  -0.07
C 1.977 -4.108 -1.608  -0.19
O 2.302 -3.474 -2.719  0.11
C 2.606 -4.324 -3.640  -0.57
O 3.152 -4.001 -4.733  0.09
O 2.265 -5.542 -3.317  0.12
H 0.503 -5.550 -2.177  0.12
H 1.932 -6.292 -1.426  0.13
H 2.826 -4.252 -0.939  0.14
H 1.156 -3.626 -1.077  0.12
C -3.926 -1.967 2.754  -0.10
C -4.859 -1.749 1.553  -0.09
O -5.108 -0.337 1.532  0.03
C -4.754 0.181 2.727  -0.59
O -5.008 1.277 3.122  0.17
O -4.223 -0.775 3.479  0.08
H -2.855 -2.051 2.572  0.11
H -4.104 -2.862 3.350  0.14
H -5.775 -2.233 1.893  0.13
H -4.579 -2.235 0.619  0.12
C -0.805 6.302 0.668  -0.15
C -0.365 7.588 1.369  -0.08
O -0.969 8.587 0.564  0.09
C -1.703 7.978 -0.339  -0.63
O -2.351 8.585 -1.178  0.11
O -1.635 6.696 -0.340  0.12
H -1.350 5.647 1.347  0.14
H 0.119 5.784 0.409  0.10
H 0.672 7.908 1.267  0.14
H -0.735 7.701 2.388  0.13
C 3.278 -0.487 -3.812  -0.18
C 2.602 -0.282 -2.467  -0.16
O 2.491 1.109 -2.320  0.09
C 2.984 1.665 -3.460  -0.49
O 2.966 2.856 -3.728  0.14
O 3.642 0.752 -4.213  0.09
H 2.657 -0.929 -4.592  0.14
H 4.118 -1.158 -3.632  0.13
H 3.320 -0.734 -1.783  0.13
H 1.700 -0.890 -2.394  0.09
C -1.236 1.486 -7.099  0.00
C -1.900 1.105 -5.790  -0.41
C -2.504 -0.255 -5.756  -0.05
O -1.944 -0.821 -4.553  0.08
C -1.128 0.043 -4.012  -0.50
O -0.428 -0.104 -3.001  0.11
O -1.003 1.161 -4.787  0.11
H -1.971 1.603 -7.896  0.09
H -0.501 0.716 -7.335  0.09
H -0.794 2.482 -7.085  0.09
H -2.641 1.867 -5.549  0.16
H -2.039 -0.785 -6.587  0.13
H -3.587 -0.367 -5.715  0.12
C -6.450 2.034 -0.181  0.00
C -5.532 2.212 -1.446  -0.24
C -4.024 1.929 -1.262  -0.13
O -3.732 1.185 -2.386  0.04
C -4.904 0.620 -2.937  -0.51
O -4.838 -0.105 -3.875  0.15
O -5.941 1.199 -2.370  0.10
H -6.537 1.127 0.417  0.07
H -7.429 2.403 -0.487  0.08
H -6.073 2.778 0.522  0.09
H -5.706 3.200 -1.873  0.15
H -3.699 1.468 -0.330  0.11
H -3.502 2.881 -1.168  0.14
C 0.852 -1.419 1.488  0.01
C 0.409 -0.502 0.414  -0.30
C -1.121 -0.450 0.285  -0.08
O -1.494 0.893 0.428  0.08
C -0.397 1.609 0.654  -0.51
O -0.471 2.824 0.868  0.10
O 0.668 0.823 0.793  0.11
H 0.188 -1.350 2.351  0.09
H 1.826 -1.195 1.923  0.07
H 0.839 -2.462 1.175  0.08
H 0.873 -0.636 -0.564  0.12
H -1.610 -1.005 1.086  0.12
H -1.325 -0.810 -0.724  0.12

Computed properties:
- HOMO energy: -9.867 eV
- Energy above the lowest of the compared OMol25 structures with the same formula, charge and spin: 502.2 kJ/mol
- Electronic energy: -124342.811 eV
- Orbital gap: 9.451 eV
- Maximum force: 7.525 eV/A

***

2.
# C42H59IrN9O2Te

A structure of composition C42H59IrN9O2Te (ωB97M-V/def2-TZVPD, the Open Molecules 2025 dataset).

Last column: Mulliken spin population.
CARTESIAN COORDINATES (ANGSTROEM)
Ir 0.284 -0.184 -0.335  2.44
C 1.534 -2.732 3.350  0.00
N 0.428 -1.978 2.764  0.00
C -0.335 -2.708 1.765  0.11
C 0.361 -0.630 2.865  -0.03
N -0.055 0.100 1.841  0.13
C -0.732 1.336 2.035  -0.05
C -1.638 1.560 3.071  0.00
C -2.344 2.748 3.149  0.00
C -2.166 3.725 2.174  0.01
C -1.291 3.495 1.126  0.00
C -0.565 2.310 1.051  0.06
N 0.240 1.956 -0.080  0.17
C 0.895 2.884 -0.778  -0.03
N 1.427 3.995 -0.213  0.02
C 1.863 4.054 1.172  0.00
C 1.463 5.281 -0.903  0.00
N 1.057 2.743 -2.110  0.01
C 0.203 1.872 -2.903  0.11
C 2.315 3.112 -2.763  0.00
N 0.752 -0.098 4.053  0.02
C 0.505 -0.768 5.325  0.00
C 1.299 1.241 4.176  0.00
H 2.122 -3.189 2.550  0.00
H 1.164 -3.523 4.002  0.00
H 2.181 -2.074 3.921  0.00
H -0.455 -3.733 2.115  0.00
H 0.171 -2.745 0.793  -0.01
H -1.317 -2.261 1.629  -0.03
H -1.808 0.780 3.804  0.00
H -3.042 2.905 3.960  0.00
H -2.723 4.651 2.216  0.00
H -1.198 4.226 0.332  0.00
H 1.917 3.055 1.596  0.00
H 1.180 4.648 1.782  0.00
H 2.854 4.510 1.205  0.00
H 0.984 5.201 -1.874  0.00
H 2.488 5.632 -1.033  0.00
H 0.921 6.015 -0.303  0.00
H -0.813 1.868 -2.515  -0.04
H 0.579 0.842 -2.930  -0.01
H 0.195 2.250 -3.925  0.00
H 3.006 3.536 -2.042  0.00
H 2.143 3.833 -3.562  0.00
H 2.766 2.217 -3.195  0.00
H -0.119 -1.645 5.174  0.00
H -0.017 -0.076 5.989  0.00
H 1.435 -1.070 5.809  0.00
H 1.605 1.615 3.202  0.00
H 2.172 1.202 4.830  0.00
H 0.575 1.941 4.598  0.00
N 7.460 -0.111 0.494  0.00
C 6.688 -0.736 -0.417  0.00
O 7.121 -1.407 -1.324  0.00
C 5.178 -0.575 -0.287  0.01
C 4.526 0.252 0.618  0.00
C 3.147 0.308 0.610  -0.01
N 2.406 -0.411 -0.247  0.01
C 3.036 -1.222 -1.115  0.06
C 4.409 -1.323 -1.165  0.00
H 8.458 -0.223 0.413  0.00
H 7.100 0.407 1.274  0.00
H 5.058 0.866 1.333  0.00
H 2.598 0.936 1.297  0.03
H 2.402 -1.794 -1.779  -0.02
H 4.897 -1.973 -1.878  0.00
C -1.278 -2.430 -2.508  0.04
C -1.968 -1.750 -1.357  -0.04
O -3.020 -2.208 -0.914  0.19
N -1.441 -0.597 -0.831  0.95
Te -3.697 -0.130 0.738  0.57
C -5.373 -0.184 1.985  0.15
C -6.339 0.828 1.976  -0.09
C -6.219 2.095 1.168  0.05
C -7.458 0.662 2.788  -0.01
C -7.632 -0.458 3.588  0.02
C -8.858 -0.619 4.442  0.00
C -6.635 -1.431 3.596  0.00
C -5.501 -1.316 2.810  -0.10
C -4.456 -2.403 2.859  0.06
C -4.704 0.356 -1.027  0.21
C -5.740 -0.476 -1.459  -0.08
C -6.202 -1.729 -0.762  0.01
C -6.407 -0.118 -2.629  -0.01
C -6.067 1.005 -3.365  0.01
C -6.806 1.369 -4.622  0.00
C -5.017 1.795 -2.909  0.00
C -4.320 1.493 -1.749  -0.04
C -3.243 2.438 -1.305  0.05
H -1.230 -3.499 -2.306  0.01
H -0.281 -2.037 -2.695  0.00
H -1.891 -2.290 -3.400  0.01
H -5.183 2.433 1.088  0.00
H -6.787 2.892 1.647  0.00
H -6.606 1.970 0.156  0.00
H -8.213 1.440 2.799  0.00
H -9.514 0.245 4.364  0.00
H -8.586 -0.749 5.490  0.00
H -9.424 -1.502 4.142  0.00
H -6.750 -2.302 4.232  0.00
H -4.736 -3.167 3.582  0.00
H -3.481 -2.010 3.166  -0.01
H -4.324 -2.900 1.893  -0.01
H -5.572 -2.044 0.067  0.00
H -6.232 -2.555 -1.471  0.00
H -7.211 -1.584 -0.369  0.00
H -7.215 -0.754 -2.975  0.00
H -7.556 0.622 -4.874  0.00
H -6.119 1.460 -5.464  0.00
H -7.311 2.329 -4.509  0.00
H -4.734 2.679 -3.471  0.00
H -2.702 2.831 -2.169  0.00
H -2.512 1.983 -0.638  0.07
H -3.675 3.293 -0.778  0.00

Computed properties:
- HOMO energy (spin up / spin down): -12.391 / -12.731 eV
- Electronic energy: -72134.766 eV
- Multiplicity: 6
- Orbital gap (spin up / spin down): 7.228 / 6.351 eV
- Charge: +2
- Maximum force: 0.903 eV/A

***

3.
# C42H60ClN10O7P2

A cluster of 8 separate species, C42H60ClN10O7P2 in total at a distorted geometry (ωB97M-V/def2-TZVPD, the Open Molecules 2025 dataset).

Last column: Löwdin charge in e.
CARTESIAN COORDINATES (ANGSTROEM)
C 0.299 1.425 -0.922  -0.12
O 0.655 1.212 0.491  -0.28
C 1.398 -0.081 0.662  -0.18
C 0.267 -1.232 0.950  -0.17
C 0.859 -2.731 1.252  -0.12
C 2.146 -3.169 0.336  -0.02
C 2.507 -2.936 -1.251  -0.27
P 1.339 -2.043 -2.507  0.87
P 0.162 -3.707 -3.389  0.51
O -1.087 -3.991 -2.429  -0.44
O 1.096 -5.163 -3.609  -0.24
O -0.439 -3.204 -4.951  -0.25
N 3.893 -3.548 -1.545  -0.04
C 4.639 -3.578 -2.866  -0.10
C 4.629 -2.161 -3.694  -0.13
O 4.610 -0.932 -3.163  -0.06
C 4.395 -4.163 -0.222  0.00
C 5.858 -4.966 -0.098  -0.05
C 6.922 -4.227 0.906  -0.55
O 7.864 -5.025 1.480  -0.09
Cl 6.945 -2.435 1.377  0.63
N 3.344 -3.954 0.888  0.00
C 3.630 -4.477 2.278  -0.09
C 2.382 -5.250 3.005  -0.28
O 2.997 -6.216 3.976  -0.11
C 1.444 -6.153 2.009  -0.22
N 2.178 -6.827 0.871  -0.03
H -0.086 2.538 -1.114  0.13
H 1.237 1.299 -1.632  0.10
H -0.581 0.719 -1.305  0.08
H 2.082 -0.335 -0.261  0.10
H 2.110 0.085 1.593  0.15
H -0.563 -1.326 0.127  0.09
H -0.304 -0.897 1.944  0.15
H -0.049 -3.487 1.075  0.14
H 1.148 -2.789 2.387  0.12
H 0.372 -1.210 -1.840  -0.08
H 1.157 -5.280 -4.604  0.09
H -1.438 -3.142 -4.904  0.09
H 5.781 -3.893 -2.763  0.15
H 4.139 -4.446 -3.508  0.15
H 4.690 -2.231 -4.874  0.15
H 6.311 -5.249 -1.140  0.10
H 5.577 -6.003 0.423  0.16
H 3.866 -3.519 2.950  0.16
H 4.570 -5.169 2.368  0.14
H 1.680 -4.544 3.619  0.15
H 3.278 -7.050 3.457  0.12
H 0.526 -5.505 1.684  0.11
H 0.997 -7.033 2.681  0.15
H 2.288 -7.872 1.036  0.09
H 1.491 -6.792 0.059  0.09
N -3.437 -0.725 -1.787  0.00
C -4.672 -0.476 -2.327  -0.13
C -5.429 0.173 -1.377  -0.10
C -4.620 0.326 -0.226  -0.10
C -3.394 -0.234 -0.508  -0.15
H -2.675 -1.196 -2.259  0.13
H -4.906 -0.783 -3.338  0.11
H -6.452 0.501 -1.501  0.08
H -4.901 0.796 0.708  0.10
H -2.498 -0.327 0.091  0.08
N 8.692 -7.009 -0.294  0.00
C 8.073 -7.285 -1.486  -0.17
C 8.992 -7.889 -2.313  -0.11
C 10.207 -7.987 -1.594  -0.10
C 9.992 -7.438 -0.349  -0.12
H 8.257 -6.560 0.501  0.08
H 7.034 -7.027 -1.643  0.08
H 8.808 -8.225 -3.326  0.09
H 11.139 -8.412 -1.945  0.10
H 10.652 -7.316 0.499  0.11
N -1.497 2.567 2.240  0.00
C -2.732 2.816 1.700  -0.14
C -3.489 3.465 2.650  -0.10
C -2.681 3.618 3.801  -0.10
C -1.455 3.057 3.519  -0.15
H -0.736 2.096 1.768  0.11
H -2.967 2.509 0.690  0.09
H -4.513 3.793 2.527  0.07
H -2.962 4.087 4.735  0.10
H -0.559 2.965 4.118  0.11
N -6.879 5.203 1.658  -0.01
C -8.114 5.452 1.118  -0.14
C -8.871 6.101 2.068  -0.11
C -8.062 6.254 3.219  -0.11
C -6.836 5.694 2.937  -0.15
H -6.118 4.733 1.186  0.13
H -8.348 5.145 0.108  0.10
H -9.895 6.430 1.945  0.09
H -8.343 6.724 4.153  0.09
H -5.940 5.601 3.537  0.10
N -9.175 -1.102 -1.592  -0.01
C -10.242 -1.927 -1.348  -0.14
C -11.346 -1.138 -1.113  -0.11
C -10.931 0.211 -1.226  -0.11
C -9.587 0.204 -1.525  -0.15
H -8.232 -1.408 -1.792  0.13
H -10.124 -3.002 -1.360  0.10
H -12.342 -1.495 -0.887  0.09
H -11.547 1.092 -1.103  0.09
H -8.891 1.014 -1.694  0.09
N -0.880 6.948 1.770  0.01
C -0.165 5.785 1.897  -0.14
C 1.174 6.101 1.850  -0.12
C 1.271 7.505 1.695  -0.12
C -0.012 8.002 1.652  -0.14
H -1.889 7.017 1.765  0.15
H -0.670 4.835 2.009  0.07
H 1.993 5.397 1.922  0.08
H 2.179 8.090 1.624  0.09
H -0.381 9.014 1.545  0.11
N 3.739 9.684 -1.887  -0.01
C 2.673 8.859 -1.642  -0.15
C 1.569 9.648 -1.408  -0.12
C 1.983 10.996 -1.520  -0.11
C 3.327 10.989 -1.820  -0.14
H 4.683 9.378 -2.086  0.15
H 2.790 7.783 -1.654  0.10
H 0.573 9.291 -1.181  0.09
H 1.367 11.878 -1.397  0.09
H 4.024 11.799 -1.989  0.11

Computed properties:
- HOMO energy: -9.051 eV
- Electronic energy: -104841.112 eV
- Orbital gap: 4.677 eV
- Charge: +1
- Maximum force: 9.532 eV/A